(1)
Formula: C20H37N6O5PS
Source: OMol25
Level of theory: ωB97M-V/def2-TZVPD

XYZ file:
```
70
Properties=species:S:1:pos:R:3:forces:R:3
C -2.189943 3.558111 3.862665 -0.0882 0.0961 0.0671
O -2.853401 2.520900 3.179369 0.1308 -0.1659 0.1075
C -2.358279 2.331836 1.861838 0.1117 -0.0589 -0.0274
C -2.228412 0.841033 1.539016 -0.0406 0.2102 -0.2307
C -2.604354 0.496807 0.085670 0.1032 0.0833 0.3237
C -1.424432 0.525344 -0.893118 0.0234 0.3014 -0.1091
C -1.406927 -0.604689 -1.913379 -0.1235 0.0708 -0.0021
C -1.096423 -1.953629 -1.299910 -0.1237 -0.0385 0.0508
O 0.272531 -2.072584 -0.838569 -0.1300 0.0972 0.2302
S 1.434429 -1.818651 -1.908957 -0.2767 -0.0238 -0.2173
O 2.652734 -1.983524 -1.158414 0.2266 -0.0479 0.1992
O 1.151381 -3.217695 -2.708688 0.2270 -0.0164 0.0688
P 2.282587 -3.750759 -3.835759 -0.0993 0.1308 -0.0076
C 2.219990 -2.321263 -4.961359 0.1458 -0.0571 -0.2093
O 1.202526 -4.731788 -4.586940 0.1010 -0.0284 -0.2380
H -1.121328 3.348248 3.966362 0.0316 0.0030 0.0006
H -2.623816 3.636524 4.857549 -0.0483 -0.0276 0.0070
H -2.307850 4.522443 3.358533 0.0204 0.0228 -0.0444
H -3.036142 2.814436 1.149990 -0.0551 0.0546 0.0182
H -1.380728 2.812357 1.774228 -0.0786 0.0840 -0.0994
H -1.187952 0.557842 1.710113 -0.0413 -0.2677 0.1681
H -2.853256 0.285085 2.237225 -0.0864 0.0509 0.0328
H -3.113364 -0.468899 0.078919 0.0743 -0.0808 -0.1226
H -3.339551 1.228087 -0.250516 -0.2199 -0.1379 -0.0369
H -0.478920 0.530495 -0.342226 0.0330 -0.0953 0.0087
H -1.450325 1.465874 -1.447730 0.0989 0.0475 0.0177
H -2.378779 -0.679846 -2.408531 -0.0570 -0.0005 0.0460
H -0.688480 -0.361639 -2.695092 0.0345 -0.0707 -0.1219
H -1.679694 -2.101074 -0.391827 -0.0064 -0.0226 0.0236
H -1.327572 -2.775352 -1.977424 0.1917 -0.0348 -0.0763
H 2.838590 -2.574638 -5.825578 0.0554 0.0600 0.0060
H 2.638929 -1.423255 -4.506251 0.0319 0.0325 0.0087
H 1.200780 -2.139245 -5.299954 -0.0884 0.0367 0.0996
H 1.689789 -5.400652 -5.081857 -0.1306 -0.1792 0.1160
C 2.365303 3.879181 3.591589 0.0259 0.0355 0.0683
C 1.387276 4.120793 2.540566 -0.0927 -0.0474 -0.0188
N 0.595611 4.288675 1.726430 0.1391 0.0224 -0.0768
H 3.172411 4.605733 3.521746 0.0054 -0.0047 0.0112
H 1.885357 3.970393 4.565197 -0.0001 -0.0042 0.0075
H 2.775554 2.876282 3.489593 0.0042 0.0005 0.0038
C 2.021632 2.668008 -1.190551 0.0232 -0.0100 0.0853
C 1.560834 2.128406 -2.461282 -0.0428 -0.0636 -0.0521
N 1.203743 1.688347 -3.459387 -0.0256 -0.0292 -0.0221
H 2.513926 3.625129 -1.350883 -0.0047 0.0095 0.0095
H 1.182555 2.814301 -0.511467 -0.0030 0.0240 -0.0172
H 2.729394 1.971782 -0.741794 -0.0013 0.0112 0.0139
C -4.576059 -3.201953 1.856580 0.0217 -0.0433 0.0221
C -5.380265 -2.052827 1.463600 0.0072 0.0647 -0.0205
N -6.003548 -1.141703 1.151656 -0.0073 0.0101 -0.0147
H -3.544261 -3.057817 1.539892 0.0040 -0.0041 0.0050
H -4.599913 -3.318182 2.938344 0.0052 -0.0078 0.0000
H -4.967441 -4.105327 1.392905 0.0078 -0.0058 0.0025
C -2.955375 2.436735 7.753548 -0.0490 -0.0240 0.0146
C -1.669199 3.089028 7.552180 0.0833 0.0293 -0.0703
N -0.658625 3.600611 7.369534 0.0205 -0.0005 -0.0015
H -3.160192 1.766944 6.919871 -0.0061 0.0017 -0.0030
H -2.940963 1.864338 8.678919 -0.0078 -0.0039 -0.0021
H -3.743892 3.184818 7.809262 -0.0068 -0.0052 0.0028
C 3.627257 -4.473924 0.523129 -0.0181 0.0336 -0.0399
C 4.162012 -5.284053 1.608952 0.0207 -0.0491 0.0339
N 4.581698 -5.923531 2.464475 0.0027 -0.0046 0.0195
H 4.173949 -3.537669 0.441486 -0.0197 0.0062 -0.0114
H 3.711774 -5.010089 -0.420355 -0.0064 0.0149 -0.0110
H 2.579541 -4.244502 0.705386 0.0025 0.0195 -0.0181
C 3.627067 0.309695 -8.252205 -0.0243 0.0478 -0.0212
C 4.538519 -0.533524 -7.491200 0.0068 -0.0269 0.0581
N 5.245576 -1.198943 -6.880202 0.0082 -0.0343 -0.0061
H 4.190200 1.063245 -8.799338 -0.0094 0.0037 -0.0042
H 3.064415 -0.296824 -8.959145 -0.0048 0.0046 -0.0040
H 2.933249 0.805081 -7.575171 -0.0056 0.0013 -0.0003
```
Forces are in eV/Å.

The orbital gap is 9.51 eV. The electronic energy comes out at -2228.4849 Ha.

Which charges does Löwdin predict for the atoms? In e, they are: number 1, C, carries -0.12; number 2, O, carries -0.19; number 3, C, carries -0.23; number 4, C, carries -0.16; number 5, C, carries -0.19; number 6, C, carries -0.20; number 7, C, carries -0.20; number 8, C, carries -0.22; number 9, O, carries -0.33; number 10, S, carries 0.81; number 11, O, carries -0.40; number 12, O, carries -0.56; number 13, P, carries 0.79; number 14, C, carries -0.28; number 15, O, carries -0.28; number 16, H, carries 0.07; number 17, H, carries 0.07; number 18, H, carries 0.09; number 19, H, carries 0.12; number 20, H, carries 0.08; number 21, H, carries 0.11; number 22, H, carries 0.11; number 23, H, carries 0.08; number 24, H, carries 0.11; number 25, H, carries 0.10; number 26, H, carries 0.11; number 27, H, carries 0.13; number 28, H, carries 0.08; number 29, H, carries 0.11; number 30, H, carries 0.12; number 31, H, carries 0.02; number 32, H, carries 0.03; number 33, H, carries 0.05; number 34, H, carries 0.05; number 35, C, carries -0.06; number 36, C, carries -0.26; number 37, N, carries 0.15; number 38, H, carries 0.08; number 39, H, carries 0.08; number 40, H, carries 0.09; number 41, C, carries -0.07; number 42, C, carries -0.28; number 43, N, carries 0.14; number 44, H, carries 0.09; number 45, H, carries 0.05; number 46, H, carries 0.09; number 47, C, carries -0.07; number 48, C, carries -0.29; number 49, N, carries 0.14; number 50, H, carries 0.07; number 51, H, carries 0.08; number 52, H, carries 0.08; number 53, C, carries -0.07; number 54, C, carries -0.30; number 55, N, carries 0.13; number 56, H, carries 0.08; number 57, H, carries 0.08; number 58, H, carries 0.08; number 59, C, carries -0.08; number 60, C, carries -0.29; number 61, N, carries 0.11; number 62, H, carries 0.07; number 63, H, carries 0.08; number 64, H, carries 0.08; number 65, C, carries -0.07; number 66, C, carries -0.29; number 67, N, carries 0.13; number 68, H, carries 0.08; number 69, H, carries 0.08; number 70, H, carries 0.08

(2)
Formula: C27H48CuF3N6O3SSi4
Source: OMol25
Level of theory: ωB97M-V/def2-TZVPD

XYZ file:
```
93
Properties=species:S:1:pos:R:3:forces:R:3
Cu 0.652096 -1.627512 0.894834 0.0989 1.8251 -0.9156
C 0.028297 0.727674 3.630901 -0.0393 -0.0342 0.2375
N 0.965440 0.035346 2.781313 0.1243 -0.1065 -0.2180
C 2.217544 0.155899 2.993606 -0.3579 0.3514 0.4358
C 3.142960 -0.572212 2.210091 0.4886 -0.4834 -0.5980
C 4.542247 -0.569948 2.208618 -0.0637 0.3897 0.3479
C 4.925701 -1.534940 1.286027 0.5598 -0.1790 -0.1708
C 3.748915 -2.077596 0.771725 -0.0271 -0.0463 -0.0227
N 2.680684 -1.503805 1.322394 -0.3210 0.2837 -0.1428
C 0.220897 2.215853 3.528150 -0.0738 0.0200 0.2301
C -0.013633 2.865463 2.318674 0.0196 0.0134 0.0696
C 0.244290 4.218126 2.188953 -0.0222 0.0305 -0.0860
C 0.745703 4.943030 3.260898 0.0637 0.1466 0.0868
C 0.972414 4.308787 4.470210 0.0171 0.1550 0.0316
C 0.707030 2.955851 4.601077 -0.0854 -0.0933 -0.0222
H 0.144003 0.413478 4.681763 -0.1213 0.0559 -0.1370
H -0.972861 0.435755 3.299432 0.0063 0.0776 0.1299
H 2.629418 0.793467 3.801215 -0.1067 -0.0670 -0.1510
H 5.190105 0.058332 2.802180 0.0100 0.0288 0.1070
H 5.933622 -1.826035 1.038829 0.1159 -0.0306 -0.0808
H 3.643360 -2.857972 0.036986 -0.0653 -0.1112 -0.0945
H -0.383220 2.290150 1.483097 -0.0472 -0.0977 -0.1550
H 0.051025 4.716508 1.248672 -0.0195 0.0185 -0.1096
H 0.956022 5.999155 3.157407 -0.0076 0.0741 -0.0320
H 1.352319 4.866143 5.318055 0.0246 0.0334 -0.0041
H 0.874247 2.471285 5.555041 0.0326 -0.0973 -0.0068
C -2.975880 -0.129042 -3.707189 0.2730 -0.2797 0.7157
Si -1.448534 -0.154650 -2.496914 0.0785 0.5782 -0.9749
C -1.271109 1.740203 -2.147734 0.0488 -0.5179 0.2558
C -0.033641 -0.505364 -3.760087 -0.1300 -0.1334 0.5679
Si -1.278385 -1.502946 -0.496778 -1.0795 0.1493 -1.0025
Si -1.847522 -3.638995 -1.501907 0.1373 -1.1872 -0.4009
C -2.307652 -4.966400 -0.192652 0.2087 0.6519 -0.1193
C -3.178966 -4.041588 -2.881618 0.3470 0.7538 0.4581
C -0.235976 -4.317678 -2.310876 -0.2958 0.3528 0.3239
Si -3.463636 -0.920805 0.370221 -0.7792 0.3881 0.8304
C -5.198298 -0.939761 -0.529333 0.8699 -0.1789 -0.1861
C -3.832759 -1.961067 1.944473 0.3734 0.1595 -0.3767
C -3.467869 0.907125 1.012637 0.2676 -0.4924 -0.2465
H -2.838564 0.525282 -4.565787 0.2840 0.1903 -0.0756
H -3.877988 0.188829 -3.195873 -0.2645 0.0843 0.1589
H -3.160899 -1.128781 -4.081546 -0.0904 -0.3181 -0.1307
H -0.976761 2.326049 -3.016395 0.0295 -0.0625 -0.3149
H -0.520693 1.884497 -1.378615 0.2413 0.1041 0.2715
H -2.199884 2.155232 -1.769644 -0.2721 0.0765 0.1233
H 0.226256 0.346472 -4.387782 -0.1637 0.2384 -0.0702
H -0.292715 -1.334254 -4.411553 -0.1399 -0.2343 -0.1618
H 0.861397 -0.783281 -3.216178 0.2178 -0.1190 0.0585
H -3.321077 -4.835063 0.176734 -0.2595 0.0987 0.0689
H -1.641789 -4.872398 0.657456 -0.0077 -0.1286 0.1586
H -2.221490 -5.987860 -0.558265 0.0604 -0.1048 -0.2965
H -4.178787 -3.817896 -2.521431 -0.2772 0.0792 0.0787
H -3.164182 -5.087919 -3.184329 0.2221 -0.1883 0.1751
H -3.017379 -3.443199 -3.773230 0.0252 0.1574 -0.2381
H 0.534484 -4.316651 -1.546276 0.2209 0.0176 0.1600
H 0.105500 -3.675882 -3.118377 0.0606 0.1951 -0.1806
H -0.317238 -5.331543 -2.700956 -0.2372 -0.1644 -0.0135
H -5.406368 -1.920033 -0.947045 -0.0642 -0.2654 -0.1252
H -5.203703 -0.234605 -1.354718 -0.0058 0.1654 -0.2327
H -6.027076 -0.678057 0.126921 0.0833 0.0552 0.3374
H -4.227987 -2.939058 1.683726 -0.0580 -0.2317 -0.1065
H -4.527460 -1.498434 2.644076 -0.1924 0.2415 -0.0561
H -2.897663 -2.129621 2.468859 0.1940 -0.0974 0.1592
H -3.537120 1.606127 0.183880 0.0232 0.1582 -0.2286
H -2.535777 1.110629 1.528300 0.2765 0.1043 0.1521
H -4.279245 1.134106 1.701501 -0.2344 -0.1598 0.0938
F 2.347258 -2.789991 3.872293 -0.3787 0.0822 -0.4568
C 1.582777 -3.838000 3.535704 0.0804 -0.2082 0.2627
F 2.426880 -4.823534 3.170494 -0.0444 0.0197 -0.2295
F 1.029946 -4.242172 4.705419 -0.2066 0.0241 0.0078
S 0.172553 -3.695684 2.245804 0.5308 -2.4131 2.4523
O 0.813925 -3.769957 0.963105 0.3425 -0.4760 -0.6396
O -0.527195 -4.899886 2.626718 -0.1835 -0.0906 -0.1104
O -0.504696 -2.478028 2.588695 -0.4581 0.6094 0.3770
C 2.201036 3.503047 -3.919160 0.1232 0.1767 0.1105
C 2.774315 4.241829 -2.711982 -0.0508 -0.1480 0.0821
C 1.661996 4.821754 -1.842530 0.2255 -0.0208 -0.1201
C 3.692340 3.310135 -1.891877 0.2656 0.6328 -0.5070
N 3.000425 2.182100 -1.359515 -1.0544 -1.0350 1.0898
C 2.251821 2.040214 -0.227087 0.6079 0.0015 -0.9425
N 1.656524 0.879985 -0.269254 -0.2616 0.6099 1.0235
N 2.032962 0.300792 -1.393394 0.1820 -0.5243 -0.7641
N 2.820107 1.042840 -2.067819 0.5113 0.4866 -0.3530
H 1.500213 4.142509 -4.452693 -0.0665 0.0367 -0.0850
H 1.679053 2.601297 -3.607540 -0.0978 -0.0432 -0.0319
H 2.997512 3.210461 -4.601812 0.0235 -0.0818 -0.0908
H 3.403355 5.070116 -3.067294 0.0149 -0.1103 0.0682
H 0.996228 4.034388 -1.496629 -0.1393 -0.0568 0.0357
H 1.071719 5.535836 -2.413701 -0.0837 0.0556 -0.0131
H 2.080330 5.332345 -0.975555 -0.0348 0.0733 0.1339
H 4.140820 3.866764 -1.063978 0.0187 -0.1139 -0.0454
H 4.483640 2.928389 -2.543303 0.0001 0.0156 0.1750
H 2.199964 2.760447 0.561047 -0.0613 0.2047 0.2315
```
Forces are in eV/Å.

The orbital gap is 5.21 eV. As for the energy relative to the best compared isomer or geometry (same formula, charge and spin): 31.43 kcal/mol. The charge is -2. The electronic energy comes out at -5108.2147 Ha.

Which charges does Löwdin predict for the atoms? In e, they are: number 1, Cu, carries 0.01; number 2, C, carries -0.18; number 3, N, carries 0.03; number 4, C, carries -0.14; number 5, C, carries -0.37; number 6, C, carries -0.11; number 7, C, carries -0.15; number 8, C, carries -0.19; number 9, N, carries 0.00; number 10, C, carries -0.21; number 11, C, carries -0.04; number 12, C, carries -0.10; number 13, C, carries -0.12; number 14, C, carries -0.11; number 15, C, carries -0.06; number 16, H, carries 0.12; number 17, H, carries 0.11; number 18, H, carries 0.13; number 19, H, carries 0.07; number 20, H, carries 0.06; number 21, H, carries 0.10; number 22, H, carries 0.11; number 23, H, carries 0.09; number 24, H, carries 0.09; number 25, H, carries 0.09; number 26, H, carries 0.10; number 27, C, carries -0.23; number 28, Si, carries 0.37; number 29, C, carries -0.24; number 30, C, carries -0.25; number 31, Si, carries 0.43; number 32, Si, carries 0.40; number 33, C, carries -0.22; number 34, C, carries -0.23; number 35, C, carries -0.23; number 36, Si, carries 0.38; number 37, C, carries -0.23; number 38, C, carries -0.23; number 39, C, carries -0.23; number 40, H, carries 0.01; number 41, H, carries -0.01; number 42, H, carries -0.01; number 43, H, carries 0.01; number 44, H, carries -0.02; number 45, H, carries 0.00; number 46, H, carries 0.00; number 47, H, carries 0.00; number 48, H, carries -0.02; number 49, H, carries 0.01; number 50, H, carries -0.02; number 51, H, carries 0.02; number 52, H, carries -0.01; number 53, H, carries 0.01; number 54, H, carries -0.01; number 55, H, carries 0.00; number 56, H, carries 0.00; number 57, H, carries 0.01; number 58, H, carries 0.00; number 59, H, carries -0.01; number 60, H, carries 0.01; number 61, H, carries 0.01; number 62, H, carries 0.01; number 63, H, carries -0.01; number 64, H, carries 0.00; number 65, H, carries -0.02; number 66, H, carries 0.01; number 67, F, carries 0.12; number 68, C, carries -0.60; number 69, F, carries 0.09; number 70, F, carries 0.07; number 71, S, carries 0.43; number 72, O, carries -0.33; number 73, O, carries -0.31; number 74, O, carries -0.34; number 75, C, carries -0.08; number 76, C, carries -0.41; number 77, C, carries -0.08; number 78, C, carries -0.14; number 79, N, carries -0.10; number 80, C, carries -0.12; number 81, N, carries 0.06; number 82, N, carries 0.00; number 83, N, carries 0.07; number 84, H, carries 0.07; number 85, H, carries 0.06; number 86, H, carries 0.08; number 87, H, carries 0.13; number 88, H, carries 0.06; number 89, H, carries 0.08; number 90, H, carries 0.07; number 91, H, carries 0.13; number 92, H, carries 0.12; number 93, H, carries 0.12

Number 1: molecular weight 504.6 g/mol, E_LUMO 0.365 eV. Number 2: molecular weight 769.7 g/mol, E_LUMO 3.941 eV.